11
Properties=species:S:1:pos:R:3:lowdin_spin:R:1 method="wB97M-V/def2-TZVPD" homo_energy_ev="-6.58 / -10.23" gap_ev="6.971 / 6.834" fmax_ev_per_a=12.15 energy_ev=-26487.303 spin_multiplicity=3 s2=2.018
C 0.58 -0.70 2.42 0.17
C 1.41 -1.03 0.33 0.75
C 1.22 -1.53 1.51 0.56
N -0.26 0.05 2.74 0.43
P -1.16 1.47 -2.13 0.00
Cl -3.12 0.96 -1.58 0.00
H 1.94 -1.52 -0.58 0.03
H -1.76 2.19 -3.24 0.00
H 0.92 -0.08 0.11 0.04
H 1.56 -2.44 1.87 0.02
H -1.33 2.61 -1.46 0.00